(1)
{"formula": "C4H12", "method": "ωB97M-V/def2-TZVPD", "de_lowest_kcal_mol": 11.6, "spin_multiplicity": 2, "gap_ev": [13.86, 3.81], "energy_ev": -4330.7288, "homo_ev": [-16.8, -15.1], "charge": 1, "symbols": ["C", "C", "H", "H", "H", "H", "H", "H", "C", "C", "H", "H", "H", "H", "H", "H"], "coordinates": [[1.3466, -1.1105, -1.4411], [2.3005, 0.0367, -1.3156], [1.5194, -2.0264, -0.8480], [0.3680, -0.7609, -0.9963], [1.2677, -1.4712, -2.4480], [2.9839, 0.1143, -2.1667], [2.8617, 0.0689, -0.3829], [1.7183, 0.9746, -1.4305], [-2.0137, 1.0494, 1.8546], [-1.5768, 0.0121, 0.9010], [-2.6072, 1.8860, 1.4917], [-2.6886, 0.5557, 2.6116], [-1.1752, 1.3606, 2.4401], [-2.2979, -0.6405, 0.3880], [-0.7604, -0.6126, 1.2548], [-1.1638, 0.5891, -0.0019]], "atomic_forces_ev_per_a": [[1.0, -0.2, 0.1], [-0.2, -0.1, -0.1], [0.0, 0.3, 0.4], [-0.4, 0.0, 0.1], [-0.6, 0.2, -0.6], [0.0, -0.2, -0.1], [-0.3, 0.1, 0.2], [0.3, 0.2, 0.2], [-0.1, -0.1, 0.0], [0.2, -0.8, -0.3], [0.0, -0.1, -0.2], [0.0, -0.2, -0.2], [0.4, 0.5, 0.5], [-0.2, 0.3, 0.0], [-0.1, 0.0, 0.3], [-0.1, 0.0, -0.3]], "lowdin_charge": [-0.075, -0.098, 0.117, 0.102, 0.085, 0.102, 0.093, 0.114, -0.072, -0.090, 0.105, 0.163, 0.090, 0.118, 0.088, 0.159]}

(2)
{"formula": "C20H39N4O12Tl", "method": "ωB97M-V/def2-TZVPD", "spin_multiplicity": 1, "gap_ev": 2.28, "energy_ev": -56561.4375, "homo_ev": -14.5, "charge": 2, "symbols": ["Tl", "C", "C", "O", "O", "H", "H", "H", "C", "C", "O", "C", "O", "O", "H", "H", "H", "H", "C", "C", "O", "C", "O", "O", "H", "H", "H", "H", "C", "C", "O", "N", "C", "H", "H", "H", "H", "H", "H", "H", "C", "C", "O", "N", "C", "H", "H", "H", "H", "H", "H", "H", "C", "C", "O", "N", "C", "H", "H", "H", "H", "H", "H", "H", "C", "C", "O", "N", "C", "H", "H", "H", "H", "H", "H", "H"], "coordinates": [[1.1482, -3.3466, -1.5711], [-0.5991, -0.2594, -0.1307], [-0.2521, -1.3874, -1.1537], [0.8603, -1.2924, -1.6728], [-1.0255, -2.3134, -1.4103], [0.2669, 0.2353, 0.3090], [-1.2714, -0.6194, 0.6481], [-1.1875, 0.4332, -0.7325], [2.0132, 2.6723, -0.0857], [1.7734, 1.2820, -0.7119], [2.9454, 0.6808, -0.2541], [3.4334, 1.2675, 0.8380], [4.3329, 0.7279, 1.5103], [2.9874, 2.4255, 0.9033], [1.0908, 3.0893, 0.3184], [2.3215, 3.3899, -0.8461], [1.8578, 1.3411, -1.7970], [0.8100, 0.9301, -0.3429], [-3.6318, -2.9735, 0.5275], [-2.8363, -2.1768, -0.4704], [-3.8298, -1.6307, -1.3329], [-5.0289, -1.7217, -0.8845], [-6.0910, -1.3161, -1.2494], [-4.9759, -2.6790, 0.0776], [-3.4591, -2.6317, 1.5480], [-3.4987, -4.0553, 0.5163], [-2.2387, -2.9168, -1.0028], [-2.2159, -1.3769, -0.0664], [-0.1707, 1.2169, 2.0528], [0.4840, 2.2070, 2.9904], [0.8871, 1.9146, 4.0855], [0.4307, 3.4009, 2.5347], [1.0858, 4.5595, 3.1491], [-1.2339, 1.0115, 2.1771], [0.2640, 0.2521, 2.3143], [0.0792, 1.5528, 1.0464], [0.0835, 3.5245, 1.5943], [0.6520, 5.5475, 2.9946], [2.1360, 4.5486, 2.8576], [1.2034, 4.3081, 4.2031], [-2.3364, 2.6197, 0.6102], [-1.2428, 2.4776, -0.3517], [-0.1863, 3.0343, -0.1349], [-1.6324, 1.8413, -1.3952], [-0.8591, 1.5947, -2.6114], [-2.6918, 1.5966, 0.7327], [-3.0266, 3.3832, 0.2512], [-1.9381, 2.9271, 1.5771], [-2.5136, 1.3489, -1.3597], [-1.4400, 1.9753, -3.4516], [-0.6449, 0.5318, -2.7232], [0.1848, 1.9038, -2.5586], [-1.2978, -2.2556, 1.6200], [-0.8108, -2.7658, 2.9246], [-1.2079, -2.2336, 3.9618], [0.2915, -3.5015, 2.9469], [1.0042, -3.7609, 4.2128], [-1.8872, -1.3842, 1.9052], [-1.8117, -2.8906, 0.8983], [-0.4823, -1.7930, 1.0641], [0.5751, -3.8134, 2.0291], [0.8988, -2.9886, 4.9748], [2.0755, -3.8554, 4.0358], [0.6305, -4.6444, 4.7303], [3.9019, -1.4000, -4.1154], [2.6037, -1.6412, -3.3156], [2.5501, -2.5495, -2.4658], [1.6227, -0.8164, -3.5695], [1.6775, 0.4064, -4.3493], [4.3647, -0.4178, -4.0193], [3.5938, -1.6793, -5.1229], [4.6533, -2.0641, -3.6883], [0.7461, -1.0383, -3.1195], [0.8776, 1.0581, -3.9979], [1.4724, 0.1738, -5.3942], [2.6852, 0.7986, -4.2120]], "atomic_forces_ev_per_a": [[-3.9, -7.0, 3.1], [-1.7, -2.1, -1.2], [-1.0, 5.0, 3.6], [-1.1, 2.0, 4.0], [3.9, -2.2, -3.2], [-1.2, -2.4, 0.2], [0.7, 1.4, -0.9], [0.8, -0.8, 0.6], [0.3, 0.7, -0.6], [1.5, 3.2, 0.1], [-0.8, -3.8, -1.2], [5.8, -4.6, 1.8], [-3.1, 1.6, -1.7], [-1.0, 4.4, 1.4], [3.5, -0.4, 0.7], [0.7, 0.1, 0.2], [-0.3, -0.3, 0.1], [2.3, 0.8, -1.7], [-3.0, 0.3, 0.3], [-3.9, 0.6, 0.5], [3.8, 2.2, -2.5], [-4.0, -2.6, 1.5], [1.7, 0.7, -0.3], [0.1, -0.9, 1.9], [-0.8, 0.0, -0.1], [0.0, 0.0, -0.2], [-1.8, -0.4, 0.3], [-1.7, -0.7, -0.5], [0.9, -1.6, 0.7], [-1.4, -1.2, 1.0], [0.8, -1.0, 1.2], [-0.2, 4.4, -1.5], [1.3, -1.1, 0.9], [0.1, 0.7, 0.3], [0.4, 0.0, -0.2], [-0.2, -0.2, 1.3], [0.0, 0.1, 0.3], [-0.4, -0.5, -0.2], [0.0, 0.3, -0.5], [-0.5, 0.4, 0.2], [-0.1, -0.2, 1.5], [-1.8, 3.2, 2.2], [-3.3, 0.9, -3.1], [0.0, -0.8, -4.6], [0.0, -0.2, 0.2], [-1.2, 0.3, 0.2], [-0.4, -0.4, 0.0], [-0.3, 0.2, -0.2], [-0.4, 0.6, -0.1], [0.5, 0.0, -0.2], [-0.9, -0.4, -0.1], [-0.7, 1.3, 0.3], [0.9, -0.4, 0.2], [0.1, 1.8, 2.2], [-0.6, -0.5, -0.7], [0.7, -0.7, 0.1], [0.4, -0.4, 0.1], [-0.6, -0.4, 0.1], [1.2, -0.4, 1.5], [0.5, -1.3, 1.1], [0.6, -0.5, 0.6], [-0.4, 0.5, -0.7], [-0.2, -0.2, -0.2], [0.0, -0.3, -0.4], [-0.5, -1.1, 1.4], [1.8, 3.7, -2.6], [6.6, -0.2, -2.9], [0.0, -0.2, -2.2], [0.4, -0.6, -0.6], [-0.6, 0.2, -0.2], [0.6, 0.2, -0.3], [-0.1, -0.3, -0.4], [0.4, 0.5, -1.3], [0.6, 0.0, -0.2], [0.2, 0.2, -0.1], [-0.4, 0.5, -0.3]], "lowdin_charge": [1.417, -0.039, -0.621, -0.144, -0.001, 0.054, 0.040, 0.067, -0.079, -0.136, 0.085, -0.610, 0.130, 0.155, 0.024, 0.157, 0.119, 0.036, -0.073, -0.168, 0.145, -0.581, 0.217, 0.103, 0.135, 0.162, 0.129, 0.075, 0.023, -0.539, 0.184, 0.049, 0.013, 0.110, 0.120, 0.040, 0.097, 0.103, 0.097, 0.097, 0.055, -0.575, -0.013, 0.020, 0.012, 0.100, 0.133, 0.096, 0.169, 0.130, 0.071, 0.077, -0.045, -0.504, 0.101, 0.050, -0.016, 0.118, 0.065, 0.068, 0.125, 0.099, 0.094, 0.100, 0.078, -0.410, -0.153, 0.048, 0.011, 0.105, 0.118, 0.106, 0.087, 0.060, 0.120, 0.105]}

(3)
{"formula": "C25H19F6NO2", "method": "ωB97M-V/def2-TZVPD", "de_lowest_kcal_mol": 32.5, "spin_multiplicity": 1, "gap_ev": 9.64, "energy_ev": -48123.2078, "smiles": "O=C1OC[C@@H](Cc2ccccc2)N1C(c1ccc(C(F)(F)F)cc1)c1ccc(C(F)(F)F)cc1", "homo_ev": -9.3, "symbols": ["F", "C", "F", "F", "C", "C", "C", "C", "C", "C", "C", "C", "C", "C", "F", "F", "F", "C", "C", "C", "C", "H", "H", "H", "H", "H", "H", "H", "H", "H", "C", "C", "C", "C", "C", "C", "C", "O", "C", "O", "N", "C", "C", "H", "H", "H", "H", "H", "H", "H", "H", "H", "H"], "coordinates": [[2.5597, -5.1650, 0.1775], [2.0765, -4.8797, -1.0791], [2.6597, -5.7455, -1.9608], [0.7498, -5.1959, -1.0346], [2.3565, -3.4567, -1.3865], [3.0252, -3.1072, -2.5725], [3.3159, -1.7818, -2.7782], [2.9346, -0.8218, -1.8445], [3.5093, 0.6271, -1.9855], [2.7611, 1.5552, -1.0037], [3.1342, 1.5088, 0.3520], [2.6236, 2.5351, 1.1694], [1.6967, 3.4200, 0.5985], [1.2405, 4.5647, 1.4512], [1.7369, 5.7387, 0.8946], [-0.1046, 4.7321, 1.6178], [1.7176, 4.4608, 2.7341], [1.2667, 3.4062, -0.7461], [1.8133, 2.4138, -1.5408], [2.1055, -1.1792, -0.7647], [1.8744, -2.5209, -0.4841], [3.3053, -3.8145, -3.3421], [3.9865, -1.4349, -3.6165], [3.4380, 0.9006, -3.0677], [3.8521, 0.7604, 0.7719], [2.9434, 2.5635, 2.2193], [0.4977, 4.0820, -1.1703], [1.6090, 2.3430, -2.6270], [1.7721, -0.4285, -0.0456], [1.2878, -2.7986, 0.3933], [3.9811, 6.7397, -2.2749], [3.2135, 5.5879, -2.5287], [3.8152, 4.4460, -3.0856], [5.2149, 4.3580, -3.1104], [5.7866, 2.9275, -3.3007], [5.8458, 2.0365, -2.0034], [7.1235, 1.2360, -2.2127], [6.9261, -0.0755, -1.6911], [5.5754, -0.2955, -1.4580], [5.2215, -1.3666, -1.0165], [4.8831, 0.8941, -1.6869], [5.9867, 5.5344, -2.9757], [5.3520, 6.7354, -2.6002], [3.4955, 7.6406, -1.8636], [2.1462, 5.5619, -2.2738], [3.2224, 3.5765, -3.4332], [5.2208, 2.3341, -4.0490], [6.8257, 3.0058, -3.6921], [5.9181, 2.7051, -1.1559], [7.2466, 1.0952, -3.2974], [8.0068, 1.6796, -1.7418], [7.0759, 5.5269, -3.0962], [5.9065, 7.6794, -2.5243]], "atomic_forces_ev_per_a": [[-0.3, -0.1, -0.9], [0.2, -1.3, 0.6], [-0.5, 0.6, 0.8], [0.8, 0.3, -0.2], [-0.2, -0.3, -0.8], [-0.5, 0.1, 0.3], [0.7, 1.1, -0.7], [0.2, 0.5, 0.3], [-2.3, 1.3, 0.0], [0.3, -0.9, -1.1], [-0.1, 1.1, 0.0], [-0.1, -1.1, -0.8], [-0.5, 0.7, 0.2], [0.1, 1.0, 1.0], [-0.7, -1.0, 0.9], [1.0, -0.2, -0.7], [-0.1, 0.4, -1.1], [-0.2, -0.6, 0.6], [0.2, 0.2, -0.2], [0.7, 0.3, 0.1], [-0.1, 0.6, -0.6], [0.0, -0.3, 0.4], [-0.9, -0.6, 0.8], [-0.9, 0.1, 0.7], [-0.7, 0.8, -0.7], [-0.4, 0.3, -0.6], [0.7, -0.3, 0.7], [-0.1, 0.0, 0.9], [0.0, -0.3, -0.4], [0.3, -0.1, -0.3], [0.1, -0.4, -0.3], [0.1, 0.0, -0.3], [0.1, 0.3, 0.7], [-0.2, -0.7, -0.7], [-0.4, 0.5, -0.2], [-0.1, -0.3, -0.7], [0.0, -1.1, -0.2], [-0.6, 0.0, 0.5], [2.3, 0.3, 0.9], [0.3, 1.4, -0.4], [2.5, -2.4, -0.2], [-0.5, -0.1, 0.5], [-0.4, -0.2, 0.1], [0.4, -0.6, -0.3], [0.5, 0.2, -0.3], [0.4, 0.7, 0.6], [0.2, 0.6, 0.1], [-0.6, 0.0, 0.3], [-0.3, 0.0, 0.4], [0.4, 0.2, 0.3], [-0.2, 0.0, -0.2], [-0.4, -0.1, 0.0], [-0.1, -0.6, 0.0]], "lowdin_charge": [0.109, -0.528, 0.115, 0.122, -0.123, 0.007, -0.045, -0.151, -0.180, -0.189, -0.007, 0.018, -0.121, -0.505, 0.093, 0.121, 0.097, -0.011, -0.044, -0.001, 0.011, 0.123, 0.147, 0.155, 0.149, 0.128, 0.139, 0.128, 0.110, 0.134, -0.082, -0.074, -0.051, -0.213, -0.086, -0.164, -0.129, 0.032, -0.469, 0.126, 0.054, -0.040, -0.085, 0.109, 0.095, 0.102, 0.127, 0.115, 0.148, 0.126, 0.143, 0.110, 0.104]}

(4)
{"formula": "C5H9N", "method": "ωB97M-V/def2-TZVPD", "de_lowest_kcal_mol": 100.7, "spin_multiplicity": 1, "gap_ev": 9.55, "energy_ev": -6816.6277, "homo_ev": -8.7, "symbols": ["C", "C", "C", "N", "C", "C", "H", "H", "H", "H", "H", "H", "H", "H", "H"], "coordinates": [[-0.6419, 1.3910, 0.7455], [-0.0937, 0.1890, 0.0285], [1.2739, -0.1124, -0.6287], [0.7200, -1.4991, -0.5542], [0.2006, -1.1061, 0.7989], [-0.7652, -0.5229, -1.1089], [-1.5270, 1.0942, 1.3293], [-0.9310, 2.1900, 0.0605], [0.1123, 1.7581, 1.4491], [1.5176, 0.1914, -1.6557], [2.0881, 0.1407, 0.0573], [0.9685, -1.0068, 1.5887], [-0.6010, -1.7692, 1.1310], [-1.8872, -0.4745, -1.1047], [-0.4342, -0.4633, -2.1366]], "atomic_forces_ev_per_a": [[0.1, 0.2, -0.1], [0.1, 0.5, 0.2], [0.2, 0.4, 0.0], [-1.1, 0.1, -0.5], [-0.4, 0.0, 0.3], [0.5, -0.6, 0.0], [0.2, 0.1, -0.2], [0.1, 0.1, 0.1], [-0.2, 0.1, -0.1], [-0.3, 0.2, 0.3], [0.2, -0.6, -0.1], [-0.1, -0.2, -0.4], [-0.2, 0.4, 0.1], [0.7, -1.6, 0.5], [0.1, 0.9, -0.1]], "lowdin_charge": [-0.035, -0.520, -0.176, 0.029, -0.185, 0.023, 0.085, 0.076, 0.079, 0.108, 0.112, 0.112, 0.109, 0.110, 0.072]}

(5)
{"formula": "C9H14O", "method": "ωB97M-V/def2-TZVPD", "de_lowest_kcal_mol": 8.6, "spin_multiplicity": 1, "gap_ev": 9.20, "energy_ev": -11607.2644, "smiles": "Cc1ccc(O)cc1.CC", "homo_ev": -8.4, "symbols": ["C", "C", "H", "H", "H", "H", "H", "H", "C", "C", "C", "C", "C", "C", "C", "O", "H", "H", "H", "H", "H", "H", "H", "H"], "coordinates": [[-1.7278, -1.4836, 0.4352], [-2.9327, -1.1098, 1.3001], [-1.9770, -2.2825, -0.2897], [-1.4804, -0.6256, -0.1381], [-0.9206, -1.8106, 1.0590], [-3.7095, -0.7365, 0.6418], [-3.3115, -2.0758, 1.7572], [-2.6661, -0.3527, 2.0729], [1.0054, 2.7178, 0.9632], [1.5709, 0.2728, 0.6908], [1.0973, 1.4575, 0.1377], [1.6822, -0.8759, -0.0523], [0.7327, 1.4370, -1.2128], [1.3344, -0.9126, -1.3715], [0.8736, 0.2762, -1.9573], [1.4364, -2.0710, -2.0739], [1.8502, 0.2458, 1.7106], [2.0542, -1.7953, 0.4158], [1.0881, 2.4320, 1.9840], [0.0545, 3.1366, 0.7858], [0.3674, 2.3272, -1.6410], [0.5562, 0.3047, -2.9592], [1.2367, -1.9265, -3.0424], [1.7852, 3.4508, 0.7841]], "atomic_forces_ev_per_a": [[-1.1, -0.5, 0.0], [0.0, -1.4, 0.4], [0.1, 0.3, 0.5], [0.8, 0.8, -0.5], [0.7, -0.1, 0.1], [-0.3, 0.2, 0.2], [0.2, 1.3, -0.1], [-0.3, -0.6, -0.5], [0.6, -1.0, -0.5], [-0.4, 0.7, -0.7], [0.4, 0.0, -0.3], [0.6, -1.5, 0.8], [0.8, -1.1, 1.1], [-0.5, 1.2, -1.1], [0.0, -0.1, 1.1], [-0.2, -0.2, -1.5], [0.3, 0.0, 0.9], [-0.2, 0.3, -0.2], [-0.1, 0.0, 1.0], [-1.1, 0.9, 0.0], [-0.4, 0.9, -0.7], [-0.3, -0.2, -1.3], [0.3, -0.1, 1.7], [0.1, 0.1, -0.3]], "lowdin_charge": [-0.178, -0.172, 0.079, 0.039, 0.053, 0.051, 0.078, 0.071, -0.044, -0.051, -0.271, -0.046, -0.041, -0.348, -0.021, 0.038, 0.102, 0.130, 0.061, 0.062, 0.099, 0.094, 0.136, 0.082]}

(6)
{"formula": "C18H25N3O4", "method": "ωB97M-V/def2-TZVPD", "de_lowest_kcal_mol": 389.3, "spin_multiplicity": 1, "gap_ev": 6.82, "energy_ev": -31717.5077, "smiles": "NC[C@H](O)Cc1ccc(CCC(=O)O)c2nccnc12.C1CCOC1", "homo_ev": -8.1, "symbols": ["N", "C", "C", "O", "C", "C", "C", "C", "C", "C", "C", "C", "O", "O", "C", "N", "C", "C", "N", "C", "H", "H", "H", "H", "H", "H", "H", "H", "H", "H", "H", "H", "H", "H", "H", "H", "H", "C", "C", "C", "O", "C", "H", "H", "H", "H", "H", "H", "H", "H"], "coordinates": [[2.5108, -2.2228, 1.1006], [2.7857, -1.1341, 0.0870], [2.3299, -1.4819, -1.4492], [3.4928, -1.1354, -2.3302], [1.0976, -0.4807, -1.9404], [-0.3344, -0.7901, -1.1826], [-0.5413, -2.2869, -0.5464], [-1.9585, -2.6370, 0.2021], [-3.1003, -1.4238, 0.2288], [-4.5456, -1.7618, 0.9259], [-5.5334, -2.5315, -0.1805], [-4.8147, -2.7696, -1.6375], [-4.7334, -1.8859, -2.6374], [-4.1473, -4.1007, -1.8245], [-2.8847, 0.0768, -0.3994], [-4.0135, 1.0628, -0.2975], [-3.6601, 2.4016, -0.8803], [-2.2092, 2.7137, -1.5484], [-1.0685, 1.7489, -1.7178], [-1.4685, 0.4324, -1.1147], [2.0154, -3.0459, 0.6929], [2.0483, -1.8629, 1.9682], [3.9637, -0.9834, 0.0692], [2.2766, -0.1273, 0.3984], [2.1104, -2.6168, -1.6569], [3.1996, -1.1855, -3.2892], [1.3523, 0.6674, -1.7975], [0.8839, -0.6382, -3.1042], [0.2616, -3.1511, -0.6003], [-2.2475, -3.6645, 0.6961], [-4.4248, -2.3867, 1.9283], [-5.1377, -0.7846, 1.2302], [-5.7691, -3.5875, 0.3069], [-6.5032, -1.9031, -0.3660], [-4.0940, -4.3204, -2.8006], [-4.4660, 3.2722, -0.8558], [-2.0304, 3.8245, -1.9471], [3.3869, 3.9746, 2.5162], [4.0230, 3.7264, 1.1729], [4.7417, 2.4144, 1.4002], [3.9824, 1.6876, 2.3761], [3.0147, 2.5748, 2.9537], [2.5296, 4.6514, 2.4783], [4.1278, 4.3970, 3.2053], [3.2442, 3.5988, 0.4118], [4.6910, 4.5280, 0.8476], [5.7444, 2.5762, 1.8097], [4.8299, 1.8208, 0.4857], [2.0290, 2.2887, 2.5710], [3.0132, 2.4613, 4.0413]], "atomic_forces_ev_per_a": [[-0.6, 0.4, -0.5], [0.7, 0.2, -0.5], [0.0, 1.2, -0.8], [-1.7, -0.4, -0.2], [-1.2, -0.4, 0.0], [-1.1, -2.0, 1.4], [-3.1, 3.2, 0.1], [-0.6, 5.2, -1.8], [2.4, -0.9, -0.2], [0.0, 0.7, -0.5], [0.5, -1.0, 0.1], [1.5, 2.4, -4.8], [-0.9, -5.5, 6.4], [-2.2, 2.7, -0.1], [0.7, -0.2, -0.3], [5.1, 2.4, -2.7], [2.2, -3.2, 0.2], [0.2, -2.2, 0.5], [-6.8, -0.5, 3.1], [0.4, -1.6, 0.4], [0.5, 1.3, 0.7], [0.4, -0.6, -1.5], [-2.5, -0.1, -0.2], [1.0, -1.9, -0.6], [0.1, 2.1, 0.7], [0.3, 0.0, 1.8], [-0.3, -2.6, -0.2], [0.6, 0.3, 2.4], [-1.8, 2.3, 0.0], [0.8, 2.3, -1.2], [-0.1, 1.1, -2.4], [1.6, -1.9, -0.7], [0.3, 2.2, -1.4], [2.0, -1.3, 0.2], [-0.1, 1.0, 1.4], [1.9, -2.3, 0.0], [-0.3, -2.8, 0.9], [0.0, 0.4, 0.5], [-0.1, 0.1, -0.6], [0.3, -0.3, 0.1], [-0.1, 0.4, -0.1], [-0.2, -0.4, 0.1], [0.1, -0.1, 0.0], [-0.1, 0.0, 0.0], [0.1, 0.0, 0.0], [-0.1, -0.1, 0.0], [0.0, 0.0, -0.1], [0.0, -0.1, 0.1], [-0.1, 0.1, 0.1], [0.0, -0.1, -0.1]], "lowdin_charge": [-0.042, -0.208, -0.309, -0.132, -0.143, -0.061, -0.008, 0.010, -0.103, -0.172, -0.090, -0.284, -0.034, -0.040, -0.103, 0.046, -0.063, -0.075, 0.046, -0.096, 0.045, 0.077, 0.128, 0.121, 0.141, 0.100, 0.121, 0.130, 0.081, 0.105, 0.121, 0.107, 0.126, 0.128, 0.120, 0.109, 0.108, -0.185, -0.183, -0.207, -0.149, -0.209, 0.115, 0.117, 0.116, 0.115, 0.117, 0.114, 0.115, 0.117]}